C4H9NO2 | ωB97M-V with the def2-TZVPD basis set

* SMILES: COC/C(C)=N\O
* total energy: -9875.7205 eV
* relative energy (zero: lowest compared OMol25 entry of this formula, charge and spin): 4.340 eV
* orbital gap: 10.20 eV
* HOMO energy: -9.401 eV
* LUMO level: 0.79 eV

CARTESIAN COORDINATES (ANGSTROEM)
C: -1.80 -0.34 -0.86
O: -1.33 0.73 -0.08
C: -0.53 0.31 1.01
C: 0.93 0.16 0.63
C: 1.62 1.22 -0.17
N: 1.63 -0.91 0.66
O: 0.79 -2.06 0.56
H: -2.53 0.09 -1.56
H: -1.00 -0.84 -1.44
H: -2.30 -1.09 -0.24
H: -0.91 -0.62 1.44
H: -0.61 1.11 1.76
H: 1.21 2.22 -0.13
H: 1.46 0.82 -1.18
H: 2.70 1.18 0.00
H: 0.66 -1.98 -0.40